C63H146N13O7 | ωB97M-V/def2-TZVPD

Geometry as XYZ:
```
229
Properties=species:S:1:pos:R:3:mulliken_charge:R:1
C -0.28958 10.78759 -3.31502 -1.43
C -0.19499 9.36471 -3.85451 0.06
C -1.38856 8.64801 -3.20523 -1.06
N -1.84224 7.27439 -3.73229 0.31
C -3.05716 6.81708 -2.90730 -0.76
C -3.61793 5.51769 -3.42006 -0.45
C -3.98396 5.60719 -4.89006 -0.72
C -2.71715 6.00646 -5.73068 -0.83
C -2.09912 7.30512 -5.26548 -0.58
C -0.70421 6.33479 -3.33287 -1.31
H -0.47083 10.82720 -2.25321 0.37
H -1.15156 11.34919 -3.70982 0.36
H 0.57498 11.37034 -3.56974 0.41
H 0.76819 8.90188 -3.55548 0.28
H -0.31161 9.29667 -4.93196 0.23
H -2.22526 9.31508 -3.28993 0.47
H -1.22754 8.48387 -2.11498 0.49
H -3.80804 7.58503 -2.90717 0.48
H -2.73722 6.72983 -1.86263 0.50
H -4.42606 5.24573 -2.74996 0.40
H -2.83476 4.76243 -3.28213 0.23
H -4.71904 6.39102 -5.21290 0.33
H -4.37996 4.63383 -5.26401 0.34
H -2.97853 6.15670 -6.78148 0.43
H -2.05984 5.14266 -5.68249 0.32
H -2.78242 8.13329 -5.47351 0.39
H -1.17684 7.51525 -5.78293 0.49
H 0.12887 6.57727 -3.98099 0.44
H -0.94925 5.34161 -3.65315 0.48
H -0.61353 6.33218 -2.23172 0.32
C 9.33882 -11.54225 -1.68327 -1.41
C 8.35069 -10.65605 -2.40047 -0.09
C 8.43974 -9.32683 -1.75263 -0.73
N 7.40314 -8.27885 -2.13426 0.04
C 6.00146 -8.58921 -1.59190 -0.61
C 5.06739 -7.42801 -2.08963 -0.64
C 5.58489 -6.06913 -1.61561 -0.45
C 7.05105 -5.81161 -1.93416 -0.85
C 7.86529 -6.98112 -1.49677 -0.61
C 7.43370 -8.19361 -3.62539 -1.22
H 10.33117 -11.24379 -1.93560 0.37
H 9.24116 -12.61998 -1.80850 0.39
H 9.13951 -11.43657 -0.60518 0.35
H 7.33068 -11.04863 -2.31639 0.33
H 8.58450 -10.57737 -3.47128 0.35
H 9.39717 -8.84253 -1.90866 0.36
H 8.23674 -9.42369 -0.68571 0.34
H 6.08432 -8.63932 -0.48450 0.40
H 5.72135 -9.57692 -2.01370 0.37
H 4.05680 -7.49907 -1.70229 0.42
H 5.03022 -7.47922 -3.17630 0.30
H 5.41094 -6.05574 -0.51066 0.29
H 5.00395 -5.27119 -2.04674 0.32
H 7.49307 -4.98477 -1.37284 0.40
H 7.20732 -5.53777 -2.94267 0.35
H 7.69675 -7.07747 -0.41865 0.37
H 8.92269 -6.92782 -1.61516 0.56
H 7.13428 -9.14628 -4.00848 0.39
H 8.44690 -8.03063 -3.93734 0.36
H 6.86522 -7.36459 -4.05572 0.54
C -5.29136 -5.97615 3.59351 -1.06
C -6.22749 -7.14513 3.93321 -0.57
N -7.58021 -6.65486 4.21480 0.16
C -8.53170 -6.42944 3.23301 -0.36
C -9.63259 -5.97351 3.90128 -0.42
N -9.40682 -6.07345 5.25329 0.07
C -8.15420 -6.47184 5.41682 0.03
C -10.34126 -5.76142 6.37023 -0.80
H -5.13518 -5.22029 4.35627 0.34
H -5.60173 -5.35063 2.77469 0.34
H -4.28384 -6.29538 3.24879 0.34
H -5.94804 -7.68839 4.82919 0.34
H -6.17525 -7.84118 3.10833 0.33
H -8.33015 -6.42477 2.16140 0.38
H -10.61275 -5.59856 3.68874 0.49
H -7.54683 -6.51982 6.31126 0.36
H -9.97623 -5.84333 7.37465 0.34
H -11.26984 -6.36109 6.20126 0.34
H -10.59196 -4.67997 6.32044 0.35
C 5.33368 3.21715 -6.09930 -1.23
C 4.35964 3.63996 -7.13395 -0.18
N 4.49175 5.01755 -7.56183 0.22
C 4.87137 6.10090 -6.79666 -0.28
C 4.90854 7.17154 -7.63150 -0.57
N 4.54470 6.74523 -8.87590 0.06
C 4.21949 5.45081 -8.77332 -0.08
C 4.45953 7.53238 -10.10984 -0.82
H 5.16946 2.15550 -5.96550 0.39
H 5.26829 3.76012 -5.15999 0.27
H 6.31620 3.32471 -6.54607 0.38
H 3.33397 3.56011 -6.84863 0.30
H 4.56010 3.07795 -8.05092 0.28
H 5.31714 5.99591 -5.80777 0.43
H 5.06086 8.23149 -7.44227 0.44
H 4.18949 4.79162 -9.60982 0.35
H 3.75290 8.32771 -9.89432 0.35
H 4.02684 6.98698 -10.95708 0.33
H 5.46134 7.89388 -10.31649 0.35
C -0.99364 -7.96991 -4.89095 -1.14
C -0.92488 -9.38781 -5.44439 -0.33
N -1.64801 -10.31957 -4.59354 0.22
C -1.70813 -10.44681 -3.21086 -0.29
C -2.58727 -11.51422 -3.00839 -0.36
N -2.99148 -11.96984 -4.22712 0.08
C -2.37783 -11.24533 -5.15788 -0.18
C -3.89428 -13.11270 -4.43247 -0.80
H -0.44568 -7.39657 -5.62859 0.39
H -0.59197 -7.81505 -3.87826 0.31
H -2.02068 -7.57719 -4.93883 0.32
H 0.10202 -9.74050 -5.63564 0.31
H -1.44516 -9.36989 -6.44480 0.29
H -0.99925 -10.06872 -2.46044 0.34
H -2.99641 -11.87860 -2.09617 0.42
H -2.44537 -11.32323 -6.21580 0.39
H -4.64937 -12.90481 -5.17941 0.38
H -4.51993 -13.32775 -3.55977 0.30
H -3.41501 -13.96710 -4.85415 0.36
C -9.78763 -0.99481 -4.29661 -0.77
N -8.43100 -0.60420 -3.72077 -0.21
C -7.43284 -1.67329 -4.07088 -0.87
C -7.98178 0.68900 -4.33853 -0.99
C -8.61294 -0.52239 -2.20851 -0.57
C -7.36973 0.03043 -1.47165 -0.41
O -6.28704 -0.91248 -1.55965 -0.48
H -9.95136 -2.03510 -3.98264 0.41
H -9.82406 -0.86330 -5.36513 0.37
H -10.56004 -0.46249 -3.74750 0.38
H -7.40435 -1.82942 -5.14874 0.38
H -7.85714 -2.62064 -3.65883 0.39
H -6.44969 -1.41617 -3.70581 0.36
H -8.64347 1.48005 -3.96367 0.35
H -8.10757 0.51713 -5.42441 0.42
H -6.93671 0.85101 -4.05723 0.43
H -8.86360 -1.51334 -1.82944 0.41
H -9.46616 0.09421 -2.10498 0.45
H -7.70708 0.07798 -0.43694 0.40
H -7.00361 1.01307 -1.93209 0.28
H -5.59739 -0.57685 -0.99887 0.28
C -3.90857 7.59991 3.70887 -0.95
N -3.05358 7.59357 4.97825 -0.16
C -3.29467 8.92181 5.74896 -0.84
C -3.61088 6.43933 5.78904 -0.98
C -1.54895 7.33536 4.71445 -0.60
C -1.18588 6.22598 3.76089 -0.51
O -1.46572 4.98213 4.31399 -0.49
H -4.95881 7.69239 4.04955 0.42
H -3.89044 6.62497 3.18186 0.39
H -3.63278 8.43867 3.02063 0.35
H -4.32369 9.09591 6.04539 0.38
H -3.08315 9.77353 5.13487 0.40
H -2.62833 8.88633 6.60833 0.40
H -4.62633 6.76576 6.05673 0.43
H -3.08038 6.37933 6.70338 0.44
H -3.54038 5.53329 5.21101 0.40
H -1.29338 7.05609 5.72873 0.44
H -1.07670 8.27959 4.53694 0.49
H -0.13476 6.34062 3.50565 0.45
H -1.73694 6.35380 2.80946 0.26
H -1.28456 4.29731 3.66421 0.28
C 0.33840 -2.17772 1.24191 -0.98
N 1.10966 -1.20439 0.31213 0.09
C 1.53128 -0.06914 1.16871 -1.32
C 2.35268 -1.75171 -0.39579 -0.84
C 0.00198 -0.80220 -0.79743 -0.62
C 0.28180 0.56757 -1.45184 -0.34
O -0.35486 1.49648 -0.60378 -0.50
H -0.47287 -1.54739 1.65191 0.45
H 1.03291 -2.34363 2.05159 0.42
H 0.17824 -3.05811 0.71711 0.35
H 2.18796 -0.41030 2.01241 0.38
H 0.66544 0.45852 1.57706 0.42
H 2.04958 0.66377 0.56705 0.67
H 2.36107 -1.25094 -1.37338 0.33
H 2.30290 -2.79512 -0.56689 0.41
H 3.28789 -1.45164 0.11264 0.29
H -0.90283 -0.76010 -0.21058 0.43
H 0.02785 -1.66991 -1.47154 0.39
H -0.09507 0.56558 -2.49438 0.39
H 1.36727 0.70036 -1.59767 0.22
H 0.27200 2.15373 -0.37536 0.46
C -0.08664 -0.82151 11.96912 -0.88
N -1.27775 0.15916 12.02140 -0.14
C -2.58691 -0.65339 11.57044 -0.86
C -1.52738 0.73297 13.36501 -0.88
C -1.02972 1.37332 11.11595 -0.56
C -0.57177 1.19037 9.65664 -0.71
O -1.53120 0.69474 8.72461 -0.52
H -0.21905 -1.51409 11.14160 0.35
H -0.15000 -1.36523 12.87604 0.43
H 0.79921 -0.17502 11.91942 0.38
H -2.83747 -1.38019 12.33244 0.41
H -2.61177 -0.93624 10.52357 0.35
H -3.33327 0.12845 11.55334 0.41
H -1.78003 -0.05743 14.09210 0.38
H -2.37724 1.33461 13.21751 0.43
H -0.70876 1.37732 13.63955 0.43
H -0.25438 1.93002 11.66070 0.46
H -1.92658 2.00903 11.15527 0.45
H 0.27059 0.51827 9.56638 0.35
H -0.21514 2.15783 9.34196 0.37
H -2.27197 1.32940 8.78546 0.37
C 9.09085 4.26100 2.61624 -0.95
N 7.66137 4.27830 3.09984 -0.03
C 7.58024 4.92334 4.48977 -0.79
C 6.88829 5.15694 2.18157 -1.15
C 7.11432 2.85287 3.22998 -0.48
C 5.58746 2.78677 3.20237 -0.63
O 4.94100 3.63567 4.11401 -0.53
H 9.73410 3.71552 3.26486 0.42
H 9.50059 5.25984 2.67978 0.42
H 9.19002 3.81027 1.60509 0.39
H 8.45596 4.64166 5.02330 0.40
H 6.70191 4.59209 5.01349 0.30
H 7.52601 5.98032 4.41809 0.35
H 7.34045 6.14841 2.25743 0.52
H 5.85014 5.25597 2.47993 0.42
H 7.07518 4.90743 1.14314 0.38
H 7.39384 2.51878 4.20184 0.31
H 7.53460 2.34385 2.36932 0.44
H 5.22878 1.78981 3.30874 0.59
H 5.22651 3.04845 2.19552 0.34
H 4.25499 3.12888 4.57779 0.30
C 3.56538 4.05827 -2.14565 -0.81
C 3.05385 3.57536 -0.81226 0.50
O 1.85918 3.32524 -0.61866 -0.84
O 3.79916 3.47144 0.20085 -0.75
H 4.09157 3.18657 -2.54441 0.20
H 4.28965 4.83424 -1.90310 0.35
H 2.75148 4.39171 -2.76794 0.24
```

Its strongest force on any atom is 3.94 eV/Å. Its electronic energy is -3722.8431 hartree. The value obtained for the HOMO-LUMO gap is 6.67 eV. The net charge is +9. Its LUMO energy is -12.7 eV.

---

C63H57BCoFGeN11O5 | ωB97M-V/def2-TZVPD

Geometry as XYZ:
```
140
Properties=species:S:1:pos:R:3:lowdin_spin:R:1
Co -0.44180 0.85106 0.45273 0.95
C 2.25336 2.39298 -1.43637 0.00
C 1.62062 3.05482 -0.25899 0.00
C 2.07556 4.19476 0.40980 0.00
C 1.16384 4.40480 1.42235 0.00
N 0.22500 3.45610 1.34663 0.00
N 0.48975 2.62379 0.31290 -0.01
B -0.96060 3.22263 2.32908 0.00
N -0.58321 2.00298 3.18421 0.00
C -0.52896 1.74158 4.50177 0.00
C -0.12932 0.43344 4.65775 0.00
C 0.03564 -0.05570 3.35469 0.00
C 0.49253 -1.40804 2.91726 0.00
N -0.25188 0.89911 2.48390 0.02
N -2.22959 2.91077 1.50182 0.00
C -3.49261 3.27685 1.77243 0.00
C -4.31952 2.68192 0.85065 0.00
C -3.46773 1.92807 0.03198 0.00
C -3.88766 1.10625 -1.14208 0.00
N -2.20854 2.06017 0.44649 0.01
N -1.18264 4.50769 3.11076 0.00
C -1.60177 5.67282 2.56072 0.00
C -1.59154 6.63087 3.53974 0.00
C -1.13578 5.95114 4.69266 0.00
C -0.92838 6.49288 6.06965 0.00
N -0.88852 4.68157 4.42302 0.00
H 3.33022 2.56434 -1.42618 0.00
H 2.07586 1.32146 -1.43623 0.00
H 1.86486 2.79524 -2.37375 0.00
H 2.94845 4.78185 0.18167 0.00
H 1.11973 5.16356 2.18558 0.00
H -0.75214 2.51180 5.21662 0.00
H 0.01905 -0.10037 5.58060 0.00
H 0.07404 -2.18271 3.56137 0.00
H 0.18821 -1.61055 1.89065 0.00
H 1.58137 -1.48228 2.96754 0.00
H -3.71207 3.93518 2.59544 0.00
H -5.38872 2.77202 0.76622 0.00
H -4.30716 1.74577 -1.92030 0.00
H -3.05755 0.55753 -1.57820 0.00
H -4.65868 0.39460 -0.84378 0.00
H -1.86818 5.73195 1.51793 0.00
H -1.86838 7.66759 3.45075 0.00
H -1.86107 6.87706 6.48539 0.00
H -0.55617 5.70673 6.72374 0.00
H -0.20667 7.31104 6.06557 0.00
C 5.12614 -4.60184 0.74220 0.00
C 5.82586 -3.44522 0.03858 0.00
C 7.19201 -3.20101 0.66558 0.00
C 7.76063 -1.84204 0.28831 0.00
C 6.81971 -0.77754 0.77013 0.00
C 7.24464 0.42630 1.28689 0.00
C 6.31175 1.38806 1.66206 0.00
F 6.76923 2.55044 2.16372 0.00
C 4.96636 1.19558 1.51596 0.00
C 4.52429 -0.02023 0.98791 0.00
C 3.08668 -0.19757 0.70655 0.00
O 2.24970 0.57358 1.14381 0.01
C 2.77605 -1.33301 -0.13606 0.00
C 3.72232 -2.29106 -0.34866 0.00
N 4.98349 -2.22210 0.10637 0.00
C 5.44149 -1.01436 0.65074 0.00
C 1.53184 -1.45275 -0.91253 0.00
O 1.33308 -2.46837 -1.60204 0.00
O 0.69915 -0.46636 -1.05939 0.01
H 5.76568 -5.48475 0.71902 0.00
H 4.17871 -4.86181 0.27261 0.00
H 4.93472 -4.34070 1.78436 0.00
H 5.95049 -3.68588 -1.02165 0.00
H 7.85541 -4.00904 0.35652 0.00
H 7.09443 -3.25440 1.75384 0.00
H 7.86336 -1.77258 -0.79981 0.00
H 8.75194 -1.69984 0.71763 0.00
H 8.30054 0.64390 1.38492 0.00
H 4.24439 1.95725 1.78256 0.00
H 3.46176 -3.17406 -0.91861 0.00
C -3.09756 2.30418 -3.81141 0.00
C -2.05022 2.51178 -2.92386 0.00
C -1.20004 1.46333 -2.60312 0.00
C -1.37512 0.19534 -3.15655 0.00
C -2.44049 0.00052 -4.03461 0.00
C -3.29929 1.04459 -4.35674 0.00
Ge -0.06829 -1.22354 -2.87390 0.00
C 1.55072 -0.54060 -3.81874 0.00
C 2.71972 -1.30382 -3.91536 0.00
C 3.83645 -0.83581 -4.59404 0.00
C 3.80640 0.40534 -5.21525 0.00
C 2.64676 1.16177 -5.16463 0.00
C 1.53324 0.69083 -4.47650 0.00
C -0.49924 -2.85236 -3.85598 0.00
C -0.73084 -4.09139 -3.26196 0.00
C -0.98927 -5.20772 -4.04511 0.00
C -1.02245 -5.09981 -5.42967 0.00
C -0.78417 -3.87433 -6.03245 0.00
C -0.51599 -2.75878 -5.24698 0.00
H -3.75960 3.12070 -4.07142 0.00
H -1.89489 3.48601 -2.47617 0.00
H -0.39008 1.65009 -1.91158 0.00
H -2.60634 -0.97773 -4.47256 0.00
H -4.12720 0.87349 -5.03374 0.00
H 2.75033 -2.28743 -3.46412 0.00
H 4.72914 -1.44773 -4.65209 0.00
H 4.67520 0.77065 -5.74847 0.00
H 2.60245 2.12197 -5.66426 0.00
H 0.64151 1.30379 -4.45606 0.00
H -0.70349 -4.17732 -2.18488 0.00
H -1.16397 -6.16771 -3.57342 0.00
H -1.22733 -5.97191 -6.03812 0.00
H -0.79955 -3.78762 -7.11180 0.00
H -0.30980 -1.80762 -5.72820 0.00
O -2.68006 -0.14976 2.63116 0.00
C -2.64038 -0.81863 1.63083 0.00
N -3.53276 -1.82401 1.34316 0.00
C -3.15020 -2.58340 0.18420 0.00
C -1.96194 -1.71674 -0.28607 0.00
O -1.39662 -2.02033 -1.34734 0.00
N -1.69573 -0.73264 0.56999 -0.01
C -4.29413 -2.67312 -0.83015 0.00
C -4.09042 -2.75782 -2.20522 0.00
C -5.16960 -2.87254 -3.07140 0.00
C -6.46551 -2.91378 -2.58201 0.00
C -6.67674 -2.83659 -1.21325 0.00
C -5.59965 -2.71690 -0.34846 0.00
C -2.57376 -3.95953 0.54810 0.00
C -1.86982 -4.11035 1.74047 0.00
C -1.29985 -5.32944 2.07468 0.00
C -1.42420 -6.41594 1.21956 0.00
C -2.11850 -6.26934 0.02855 0.00
C -2.68838 -5.04854 -0.30664 0.00
H -4.09736 -2.19097 2.08975 0.00
H -3.08707 -2.73796 -2.60116 0.00
H -4.98932 -2.93217 -4.13772 0.00
H -7.30495 -3.00972 -3.25845 0.00
H -7.68265 -2.86419 -0.81450 0.00
H -5.78944 -2.64140 0.71419 0.00
H -1.75971 -3.26986 2.41538 0.00
H -0.75857 -5.42928 3.00693 0.00
H -0.98659 -7.37017 1.48265 0.00
H -2.22293 -7.10944 -0.64652 0.00
H -3.22418 -4.94926 -1.24117 0.00
```

Its multiplicity is 2. Its strongest force on any atom is 0.92 eV/Å. The expectation value of S² is 0.75. Its electronic energy is -6998.1638 hartree. The value obtained for the HOMO-LUMO gap (alpha / beta) is 8.34 / 8.34 eV. Its LUMO energy (alpha / beta) is 0.1 / 0.1 eV.